# 1
{"formula": "CH2N2OS2", "method": "ωB97M-V/def2-TZVPD", "elements": ["C", "N", "N", "O", "S", "S", "H", "H"], "positions_angstrom": [[0.4082, -0.6633, -1.3731], [1.2260, 0.1111, -0.7950], [1.1224, 1.1071, -0.0482], [-1.6305, -0.0548, 2.8972], [0.1081, 1.4465, 1.1567], [-1.3748, 0.0503, 1.4606], [-0.6683, -0.5074, -1.3613], [0.8089, -1.4895, -1.9369]], "homo_ev": [-9.060, -8.494], "gap_ev": [7.7, 7.0], "charge": 0}

=====

# 2
{"formula": "CH2N2S2", "method": "ωB97M-V/def2-TZVPD", "elements": ["C", "N", "N", "S", "S", "H", "H"], "positions_angstrom": [[2.7671, 1.1047, 0.1931], [2.3264, 2.1346, 0.5204], [0.1240, -0.3973, 0.1763], [3.1663, -0.3790, -0.3735], [1.2859, -1.5350, 0.5047], [-0.1648, -0.3154, -0.7862], [-0.5756, -0.2068, 0.9041]], "homo_ev": -9.221, "gap_ev": 8.0, "smiles": "N#CSSN", "charge": 0}

=====

# 3
{"formula": "CH2N3O2P", "method": "ωB97M-V/def2-TZVPD", "elements": ["C", "N", "N", "N", "O", "O", "P", "H", "H"], "positions_angstrom": [[-2.5642, -0.1820, 1.2538], [-1.7028, -0.5401, 0.5921], [1.4973, 1.1016, 0.8795], [2.0437, -0.6201, -1.2748], [0.9965, -1.2263, -1.2818], [2.9237, -0.5983, -2.1007], [2.4850, 0.0518, 0.4473], [-1.0355, -0.8645, -0.1196], [0.5134, 1.3480, 0.6825]], "homo_ev": -10.460, "gap_ev": 9.0, "charge": 0}